Molecular formula: C70H177N11O25
Method: DFT, ωB97M-V with the def2-TZVPD basis set

Bonds (Å) are listed after each position.
Element x y z (Å)
1 C 5.83835 -2.47633 4.05646  C2 1.511, H4 1.101, H5 1.116, H6 1.102
2 C 5.08311 -2.12122 2.79641  C1 1.511, O3 1.467, H7 1.139, H8 1.071
3 O 4.12032 -3.18475 2.48966  C2 1.467, H9 0.975
4 H 6.33036 -1.56409 4.42639  C1 1.101
5 H 6.63234 -3.24712 3.91503  C1 1.116
6 H 5.20093 -2.93082 4.83267  C1 1.102
7 H 5.78797 -1.92556 1.92281  C2 1.139
8 H 4.46230 -1.25689 2.91874  C2 1.071
9 H 4.62450 -3.95317 2.16379  O3 0.975
10 C -1.22859 -3.51343 -11.81353  O11 1.415, H19 1.114, H20 1.121, H21 1.103
11 O -0.85007 -3.00164 -10.54986  C10 1.415, C12 1.480
12 C -1.86294 -2.01885 -10.10458  O11 1.480, C13 1.504, H22 1.081, H23 1.100
13 C -1.48819 -1.51030 -8.73956  C12 1.504, N14 1.414, H24 1.066, H25 1.125
14 N -1.50737 -2.49449 -7.72482  C13 1.414, C15 1.448, H26 1.012
15 C -0.94421 -1.96969 -6.49893  N14 1.448, C16 1.472, H27 1.096, H28 1.094
16 C -1.26864 -2.84778 -5.36251  C15 1.472, O17 1.436, H29 1.100, H30 1.088
17 O -0.53574 -2.45032 -4.19301  C16 1.436, C18 1.416
18 C -0.81692 -1.16416 -3.67123  O17 1.416, H31 1.077, H32 1.087, H33 1.090
19 H -2.18868 -4.06486 -11.69152  C10 1.114
20 H -0.41505 -4.17648 -12.20694  C10 1.121
21 H -1.37097 -2.67592 -12.51658  C10 1.103
22 H -2.80505 -2.54266 -10.18368  C12 1.081
23 H -1.88904 -1.24603 -10.88719  C12 1.100
24 H -2.15889 -0.74583 -8.41891  C13 1.066
25 H -0.47953 -1.02729 -8.86396  C13 1.125
26 H -0.94657 -3.26735 -8.06077  N14 1.012
27 H -1.43911 -1.00049 -6.36617  C15 1.096
28 H 0.11455 -1.72021 -6.61126  C15 1.094
29 H -1.05575 -3.91825 -5.49805  C16 1.100
30 H -2.33712 -2.82264 -5.15802  C16 1.088
31 H -0.49516 -1.21196 -2.64488  C18 1.077
32 H -1.88500 -0.96785 -3.62021  C18 1.087
33 H -0.32775 -0.37886 -4.24836  C18 1.090
34 C -0.72826 -5.27308 -0.57985  O35 1.456, H43 1.078, H44 1.085, H45 1.063
35 O -1.51001 -4.06876 -0.33881  C34 1.456, C36 1.399
36 C -2.12193 -3.67688 -1.53454  O35 1.399, C37 1.489, H46 1.088, H47 1.099
37 C -3.14178 -2.61641 -1.30402  C36 1.489, N38 1.411, H48 1.096, H49 1.111
38 N -2.61180 -1.56710 -0.52309  C37 1.411, C39 1.466, H50 1.013
39 C -3.57736 -0.46742 -0.42929  N38 1.466, C40 1.548, H51 1.095, H52 1.112
40 C -3.61867 0.38271 -1.72282  C39 1.548, O41 1.427, H53 1.120, H54 1.074
41 O -3.93069 1.74771 -1.44974  C40 1.427, C42 1.434
42 C -5.31195 1.83984 -1.07532  O41 1.434, H55 1.118, H56 1.080, H57 1.105
43 H -0.07642 -5.49084 0.25055  C34 1.078
44 H -0.07197 -5.08297 -1.42245  C34 1.085
45 H -1.31403 -6.15175 -0.70085  C34 1.063
46 H -2.63795 -4.55983 -1.90486  C36 1.088
47 H -1.37455 -3.34847 -2.27030  C36 1.099
48 H -4.08924 -3.09366 -1.03055  C37 1.096
49 H -3.33708 -2.11664 -2.27666  C37 1.111
50 H -2.46871 -1.86055 0.43603  N38 1.013
51 H -3.06532 0.22320 0.24808  C39 1.095
52 H -4.53674 -0.78389 0.03580  C39 1.112
53 H -4.35364 0.05616 -2.50252  C40 1.120
54 H -2.61002 0.43189 -2.08862  C40 1.074
55 H -5.60982 1.14228 -0.25434  C42 1.118
56 H -5.89847 1.42990 -1.88467  C42 1.080
57 H -5.52761 2.89595 -0.83056  C42 1.105
58 C -2.64274 -1.00487 4.18553  O59 1.396, H67 1.101, H68 1.113, H69 1.107
59 O -2.09174 -2.27028 3.97494  C58 1.396, C60 1.464
60 C -2.93851 -3.20969 3.23751  O59 1.464, C61 1.522, H70 1.087, H71 1.095
61 C -2.42469 -4.62863 3.43292  C60 1.522, N62 1.428, H72 1.091, H73 1.086
62 N -2.61255 -4.94696 4.81193  C61 1.428, C63 1.481, H74 1.003
63 C -2.22325 -6.33553 5.15063  N62 1.481, C64 1.509, H75 1.126, H76 1.133
64 C -0.92215 -6.84388 4.58010  C63 1.509, O65 1.389, H77 1.107, H78 1.145
65 O 0.13712 -5.98145 4.83399  C64 1.389, C66 1.408
66 C 1.27802 -6.20790 4.04093  O65 1.408, H79 1.086, H80 1.083, H81 1.095
67 H -2.04572 -0.44680 4.92347  C58 1.101
68 H -3.67175 -1.06903 4.60583  C58 1.113
69 H -2.76412 -0.52792 3.19422  C58 1.107
70 H -2.95549 -2.89601 2.19690  C60 1.087
71 H -3.98115 -3.14940 3.56818  C60 1.095
72 H -1.38317 -4.70824 3.11634  C61 1.091
73 H -3.06988 -5.23765 2.80663  C61 1.086
74 H -1.92849 -4.37565 5.27220  N62 1.003
75 H -3.04073 -7.04068 4.83058  C63 1.126
76 H -2.29278 -6.37764 6.28079  C63 1.133
77 H -0.94651 -6.97167 3.48120  C64 1.107
78 H -0.69762 -7.88591 4.99748  C64 1.145
79 H 1.00256 -6.11543 2.99426  C66 1.086
80 H 1.66115 -7.18815 4.29703  C66 1.083
81 H 2.05314 -5.50132 4.35537  C66 1.095
82 C -3.38479 1.50955 -9.55617  O83 1.394, H91 1.089, H92 1.103, H93 1.096
83 O -3.36325 1.38561 -8.16777  C82 1.394, C84 1.445
84 C -4.68137 1.39434 -7.57480  O83 1.445, C85 1.527, H94 1.107, H95 1.132
85 C -4.60169 1.71213 -6.08373  C84 1.527, N86 1.459, H96 1.093, H97 1.119
86 N -4.19903 3.09081 -5.82806  C85 1.459, C87 1.444, H98 1.000
87 C -4.19866 3.38464 -4.41428  N86 1.444, C88 1.545, H99 1.116, H100 1.104
88 C -3.25576 4.55310 -4.05162  C87 1.545, O89 1.416, H101 1.076, H102 1.098
89 O -1.89858 4.29336 -4.35865  C88 1.416, C90 1.395
90 C -1.36003 3.10959 -3.85521  O89 1.395, H103 1.108, H104 1.086, H105 1.074
91 H -2.41544 1.17497 -9.92277  C82 1.089
92 H -3.45372 2.59552 -9.73883  C82 1.103
93 H -4.20442 0.86855 -9.89914  C82 1.096
94 H -5.29890 0.47988 -7.65708  C84 1.107
95 H -5.35244 2.15766 -8.07222  C84 1.132
96 H -3.76778 1.11359 -5.70698  C85 1.093
97 H -5.54688 1.37884 -5.58498  C85 1.119
98 H -4.76189 3.72914 -6.35303  N86 1.000
99 H -3.94704 2.47364 -3.82090  C87 1.116
100 H -5.18448 3.66735 -4.00671  C87 1.104
101 H -3.42848 4.72782 -3.00451  C88 1.076
102 H -3.38987 5.47805 -4.62759  C88 1.098
103 H -1.48596 2.16466 -4.42005  C90 1.108
104 H -1.77463 3.01898 -2.85564  C90 1.086
105 H -0.29638 3.25498 -3.82418  C90 1.074
106 C 1.60817 -7.28554 10.65211  O107 1.414, H115 1.070, H116 1.083, H117 1.087
107 O 0.80174 -6.94105 9.54316  C106 1.414, C108 1.441
108 C 1.51025 -6.81543 8.29485  O107 1.441, C109 1.545, H118 1.064, H119 1.128
109 C 2.52685 -5.65267 8.29147  C108 1.545, N110 1.477, H120 1.069, H121 1.100
110 N 1.91533 -4.44532 8.88284  C109 1.477, C111 1.460, H122 1.018
111 C 0.66768 -3.96902 8.29249  N110 1.460, C112 1.589, H123 1.067, H124 1.075
112 C 0.74964 -3.33282 6.83838  C111 1.589, O113 1.465, H125 1.101, H126 1.125
113 O 1.61398 -2.15531 6.95084  C112 1.465, C114 1.425
114 C 2.04578 -1.80307 5.63906  O113 1.425, H127 1.096, H128 1.112, H129 1.116
115 H 0.93340 -7.23137 11.48013  C106 1.070
116 H 2.31314 -6.48454 10.83993  C106 1.083
117 H 2.12166 -8.23122 10.50147  C106 1.087
118 H 0.76827 -6.71656 7.53802  C108 1.064
119 H 2.10942 -7.73578 8.03886  C108 1.128
120 H 2.93508 -5.53155 7.31127  C109 1.069
121 H 3.36999 -6.02392 8.89252  C109 1.100
122 H 2.61499 -3.70735 8.93590  N110 1.018
123 H 0.29022 -3.23362 8.96728  C111 1.067
124 H -0.07136 -4.74915 8.26958  C111 1.075
125 H -0.21841 -3.04373 6.40149  C112 1.101
126 H 1.27696 -4.05368 6.15406  C112 1.125
127 H 2.69765 -2.49213 5.09019  C114 1.096
128 H 2.62924 -0.85662 5.65248  C114 1.112
129 H 1.14612 -1.71774 4.98446  C114 1.116
130 C 8.41619 -1.72111 -2.29251  O131 1.399, H139 1.068, H140 1.110, H141 1.092
131 O 7.21844 -2.40950 -2.51050  C130 1.399, C132 1.402
132 C 6.73040 -3.03796 -1.35572  O131 1.402, C133 1.521, H142 1.047, H143 1.116
133 C 5.47561 -3.79789 -1.75816  C132 1.521, N134 1.441, H144 1.076, H145 1.076
134 N 5.84886 -4.96416 -2.51827  C133 1.441, C135 1.459, H146 0.990
135 C 4.76192 -5.46447 -3.35285  N134 1.459, C136 1.474, H147 1.104, H148 1.103
136 C 5.01819 -6.82864 -3.84740  C135 1.474, O137 1.402, H149 1.105, H150 1.088
137 O 6.09884 -6.78563 -4.74006  C136 1.402, C138 1.394
138 C 6.55662 -8.07541 -5.00640  O137 1.394, H151 1.094, H152 1.091, H153 1.108
139 H 8.78736 -1.24092 -3.17190  C130 1.068
140 H 9.16841 -2.47180 -1.97371  C130 1.110
141 H 8.16182 -1.02604 -1.49021  C130 1.092
142 H 6.48068 -2.29740 -0.65918  C132 1.047
143 H 7.47371 -3.77502 -0.96871  C132 1.116
144 H 4.91049 -3.08196 -2.32847  C133 1.076
145 H 4.85963 -4.12674 -0.93947  C133 1.076
146 H 6.61208 -4.70950 -3.09489  N134 0.990
147 H 4.50385 -4.77392 -4.17403  C135 1.104
148 H 3.87991 -5.45877 -2.68992  C135 1.103
149 H 4.15136 -7.28208 -4.36108  C136 1.105
150 H 5.30311 -7.53025 -3.06567  C136 1.088
151 H 5.78755 -8.55442 -5.61907  C138 1.094
152 H 6.59541 -8.66049 -4.08660  C138 1.091
153 H 7.48127 -7.98262 -5.61056  C138 1.108
154 C 1.53801 9.32181 1.94311  O155 1.385, H163 1.102, H164 1.092, H165 1.095
155 O 1.20685 8.00419 2.21340  C154 1.385, C156 1.429
156 C 1.52375 7.64771 3.56060  O155 1.429, C157 1.478, H166 1.085, H167 1.105
157 C 1.00015 6.28891 3.81601  C156 1.478, N158 1.465, H168 1.123, H169 1.088
158 N 1.66927 5.17526 3.13807  C157 1.465, C159 1.447, H170 1.016
159 C 2.90969 4.74958 3.75045  N158 1.447, C160 1.458, H171 1.097, H172 1.047
160 C 3.78232 4.17838 2.73220  C159 1.458, O161 1.464, H173 1.121, H174 1.128
161 O 3.14751 2.92666 2.31685  C160 1.464, C162 1.447
162 C 3.63388 2.49066 1.02590  O161 1.447, H175 1.086, H176 1.090, H177 1.117
163 H 1.09806 10.02517 2.66919  C154 1.102
164 H 1.16994 9.51960 0.93431  C154 1.092
165 H 2.62818 9.41718 1.96911  C154 1.095
166 H 1.12307 8.40477 4.22735  C156 1.085
167 H 2.62774 7.63432 3.60105  C156 1.105
168 H -0.09907 6.27057 3.58512  C157 1.123
169 H 1.05180 6.13353 4.89156  C157 1.088
170 H 1.03005 4.40980 2.94648  N158 1.016
171 H 2.72264 4.01455 4.54271  C159 1.097
172 H 3.31634 5.55717 4.27761  C159 1.047
173 H 4.84671 4.02040 3.04522  C160 1.121
174 H 3.81475 4.85221 1.82773  C160 1.128
175 H 3.60005 1.41226 1.14581  C162 1.086
176 H 4.65595 2.85511 0.92286  C162 1.090
177 H 2.98926 2.90308 0.21186  C162 1.117
178 C -2.20829 4.83445 1.60271  O179 1.409, H187 1.093, H188 1.065, H189 1.098
179 O -3.24305 4.17092 2.29107  C178 1.409, C180 1.429
180 C -3.51246 2.94316 1.61092  O179 1.429, C181 1.497, H190 1.153, H191 1.106
181 C -4.34274 1.95965 2.37614  C180 1.497, N182 1.451, H192 1.106, H193 1.061
182 N -5.61982 2.43495 2.87602  C181 1.451, C183 1.439, H194 1.011
183 C -6.49054 1.37199 3.30425  N182 1.439, C184 1.484, H195 1.113, H196 1.128
184 C -7.37279 0.78170 2.26753  C183 1.484, O185 1.421, H197 1.109, H198 1.081
185 O -6.70400 -0.10944 1.38631  C184 1.421, C186 1.369
186 C -7.41392 -1.15235 0.85491  O185 1.369, H199 1.053, H200 1.119, H201 1.059
187 H -2.50273 5.07934 0.57933  C178 1.093
188 H -1.38104 4.16489 1.56211  C178 1.065
189 H -1.98999 5.78673 2.10474  C178 1.098
190 H -2.53053 2.38460 1.37778  C180 1.153
191 H -3.96190 3.07560 0.60881  C180 1.106
192 H -3.73382 1.59314 3.22420  C181 1.106
193 H -4.54243 1.11459 1.76634  C181 1.061
194 H -5.46004 3.06915 3.64663  N182 1.011
195 H -7.17748 1.79937 4.06888  C183 1.113
196 H -5.93879 0.54524 3.83782  C183 1.128
197 H -7.76252 1.67739 1.74321  C184 1.109
198 H -8.21746 0.28789 2.72653  C184 1.081
199 H -6.73559 -1.94317 0.70158  C186 1.053
200 H -7.80983 -0.82935 -0.14016  C186 1.119
201 H -8.24886 -1.47524 1.42052  C186 1.059
202 C 2.35842 -2.95524 -0.83713  O203 1.459, H211 1.082, H212 1.112, H213 1.105
203 O 1.22471 -2.11370 -0.47045  C202 1.459, C204 1.402
204 C 1.47001 -1.26236 0.61550  O203 1.402, C205 1.464, H214 1.087, H215 1.138
205 C 0.27505 -0.75413 1.29053  C204 1.464, N206 1.494, H216 1.086, H217 1.086
206 N -0.51281 0.32914 0.62967  C205 1.494, C207 1.431, H218 0.990
207 C 0.16567 1.58762 0.55937  N206 1.431, C208 1.550, H219 1.081, H220 1.070
208 C -0.37568 2.36257 -0.66917  C207 1.550, O209 1.446, H221 1.108, H222 1.094
209 O -0.18665 1.54147 -1.84430  C208 1.446, C210 1.447
210 C 1.19076 1.51954 -2.28615  O209 1.447, H223 1.074, H224 1.096, H225 1.125
211 H 2.04902 -3.49019 -1.72472  C202 1.082
212 H 2.62226 -3.64354 -0.00426  C202 1.112
213 H 3.17976 -2.26486 -1.10263  C202 1.105
214 H 2.07443 -0.39073 0.37755  C204 1.087
215 H 2.08909 -1.88531 1.33939  C204 1.138
216 H 0.68519 -0.33933 2.20665  C205 1.086
217 H -0.47882 -1.50170 1.52005  C205 1.086
218 H -0.79312 -0.00802 -0.25758  N206 0.990
219 H 1.23254 1.49108 0.41358  C207 1.081
220 H -0.11553 2.11007 1.44926  C207 1.070
221 H 0.20960 3.28640 -0.84574  C208 1.108
222 H -1.44361 2.55026 -0.52398  C208 1.094
223 H 1.46057 2.53522 -2.50855  C210 1.074
224 H 1.20925 0.83390 -3.14131  C210 1.096
225 H 1.91157 1.12028 -1.52043  C210 1.125
226 C 5.45372 0.76692 -2.18576  O227 1.411, H235 1.095, H236 1.082, H237 1.113
227 O 4.41779 0.09121 -2.86584  C226 1.411, C228 1.484
228 C 4.84742 -0.34198 -4.21852  O227 1.484, C229 1.497, H238 1.096, H239 1.133
229 C 3.73448 -0.29506 -5.21838  C228 1.497, N230 1.465, H240 1.108, H241 1.072
230 N 3.24037 1.07847 -5.34255  C229 1.465, C231 1.414, H242 0.984
231 C 1.89509 1.27107 -5.73360  N230 1.414, C232 1.514, H243 1.080, H244 1.067
232 C 1.59019 2.70682 -6.10614  C231 1.514, O233 1.395, H245 1.115, H246 1.115
233 O 2.00529 3.57426 -5.09597  C232 1.395, C234 1.417
234 C 2.09899 4.89984 -5.58744  O233 1.417, H247 1.098, H248 1.083, H249 1.105
235 H 6.44341 0.30227 -2.24963  C226 1.095
236 H 5.14728 0.82786 -1.14986  C226 1.082
237 H 5.42911 1.81274 -2.56685  C226 1.113
238 H 5.31820 -1.33093 -4.24279  C228 1.096
239 H 5.63804 0.38926 -4.56987  C228 1.133
240 H 2.93085 -0.96542 -4.85343  C229 1.108
241 H 4.10754 -0.67403 -6.14939  C229 1.072
242 H 3.25640 1.45315 -4.43335  N230 0.984
243 H 1.25300 0.96340 -4.92116  C231 1.080
244 H 1.60092 0.60942 -6.51796  C231 1.067
245 H 0.55039 2.88702 -6.46545  C232 1.115
246 H 2.22477 2.97165 -6.98412  C232 1.115
247 H 2.57979 4.95148 -6.57308  C234 1.098
248 H 2.69201 5.47297 -4.88509  C234 1.083
249 H 1.10322 5.37580 -5.63792  C234 1.105
250 C 0.03507 1.89522 4.34575  O251 1.373, H259 1.070, H260 1.117, H261 1.110
251 O -0.38331 3.18295 4.57593  C250 1.373, C252 1.440
252 C -0.83506 3.40620 5.92506  O251 1.440, C253 1.473, H262 1.136, H263 1.113
253 C -1.46860 4.73162 6.03095  C252 1.473, N254 1.476, H264 1.113, H265 1.101
254 N -2.83610 4.66729 5.47852  C253 1.476, C255 1.468, H266 0.996
255 C -3.41018 5.98483 5.17932  N254 1.468, C256 1.539, H267 1.089, H268 1.096
256 C -4.94813 6.04304 5.16522  C255 1.539, O257 1.422, H269 1.090, H270 1.055
257 O -5.61487 5.28668 4.16189  C256 1.422, C258 1.408
258 C -5.61080 5.96076 2.92546  O257 1.408, H271 1.110, H272 1.114, H273 1.083
259 H -0.67273 1.22668 3.90182  C250 1.070
260 H 0.33479 1.30145 5.24349  C250 1.117
261 H 0.96681 1.90301 3.74306  C250 1.110
262 H 0.02638 3.34022 6.66333  C252 1.136
263 H -1.54419 2.57999 6.15773  C252 1.113
264 H -0.82085 5.39254 5.41235  C253 1.113
265 H -1.50354 5.02909 7.09054  C253 1.101
266 H -2.71755 4.21771 4.59810  N254 0.996
267 H -2.99405 6.43537 4.27951  C255 1.089
268 H -2.95956 6.52207 6.02163  C255 1.096
269 H -5.10779 7.11220 5.02586  C256 1.090
270 H -5.21813 5.64473 6.10391  C256 1.055
271 H -6.36706 6.77300 2.91318  C258 1.110
272 H -5.87243 5.23093 2.12620  C258 1.114
273 H -4.62842 6.39147 2.77692  C258 1.083
274 C 2.63812 6.81401 -0.50234  C275 1.509, O277 1.432, H278 1.082, H279 1.106
275 C 1.80261 5.61095 -0.86523  C274 1.509, O276 1.494, H280 1.121, H281 1.054
276 O 0.84966 5.35441 0.25596  C275 1.494, H282 0.963
277 O 3.26363 6.81406 0.78581  C274 1.432, H283 0.963
278 H 2.14255 7.77044 -0.60517  C274 1.082
279 H 3.48940 6.82204 -1.20796  C274 1.106
280 H 2.47369 4.73463 -1.06140  C275 1.121
281 H 1.22550 5.84941 -1.71377  C275 1.054
282 H 1.26390 5.48432 1.11509  O276 0.963
283 H 2.59562 7.12765 1.40404  O277 0.963

Gap between HOMO and LUMO: 8.527 eV
E_HOMO: -8.10 eV
E: -5255.9083 Ha
LUMO energy: 0.0157 hartree
Total charge: 0